Computed, not measured: a cluster of 2 separate species, C5H10Br2Si in total, with ωB97M-V/def2-TZVPD.

XYZ file:
```
18
Properties=species:S:1:pos:R:3:forces:R:3
C 1.8989 -1.4672 -2.0597 1.940 0.260 -1.656
C 1.1022 -0.5216 -2.4121 -3.906 2.021 -0.256
C -0.2527 -0.0689 2.3230 1.947 -1.495 -0.496
C -0.9659 1.1321 1.7700 -0.250 -0.462 -2.666
C -0.3971 1.7310 0.4187 0.367 -1.380 0.196
Si -0.6100 -0.4912 -1.5093 0.710 2.130 1.372
Br -0.9102 -2.4881 -0.5237 0.112 0.245 -0.112
Br -2.5355 -0.2366 -2.6379 0.570 0.110 -0.046
H 2.7411 -1.4302 -2.6951 1.620 -0.679 -0.029
H 1.7858 -2.2184 -1.3685 -0.443 -1.478 1.485
H 1.3712 0.2019 -3.2127 -0.343 -0.557 0.731
H 0.8435 -0.0107 2.4272 -0.207 1.008 0.479
H -0.6414 -0.4637 3.2392 -0.375 0.321 0.831
H -0.1885 -0.9920 1.7273 -0.992 0.517 -0.655
H -2.0044 0.8176 1.5527 0.293 0.374 0.227
H -1.0009 1.9246 2.4836 -0.022 0.676 0.684
H 0.7106 1.9606 0.4461 -1.209 -0.578 -0.176
H -0.9468 2.6206 0.0313 0.187 -1.034 0.088
```
Positions in Å, forces in eV/Å.

LUMO energy (spin up / spin down) in eV: -0.44 / -0.46
Max |F| in hartree/bohr: 0.0857

***

Computed, not measured: an isolated molecule of C5H10BrF2P, with ωB97M-V/def2-TZVPD.

XYZ file:
```
19
Properties=species:S:1:pos:R:3:forces:R:3
C 0.9967 -2.5242 0.4915 -0.482 0.028 2.855
C 0.3124 2.7199 0.2325 2.483 1.639 -0.056
C 1.0546 -1.0552 0.0948 -1.068 -0.211 -1.746
C -0.0474 1.3897 -0.4065 2.441 -0.096 -1.542
C -1.8233 -0.5972 -0.2631 -0.391 0.339 1.266
F -1.9194 -0.6363 -1.5947 0.640 -0.114 -0.073
F -2.1258 -1.8235 0.1962 -0.603 -0.311 -0.191
P -0.3022 -0.0285 0.7246 -1.135 0.631 -0.239
Br -3.2522 0.7189 0.3046 0.249 -0.541 -0.092
H 1.7827 -3.0180 -0.0476 -0.314 -0.891 -0.561
H 1.2010 -2.7947 1.6038 -0.041 1.051 -1.585
H -0.0742 -2.8416 0.4280 1.230 -0.416 -0.819
H -0.4512 3.0373 0.9595 0.556 -0.044 -0.095
H 1.4334 2.8570 0.6356 -2.534 -1.053 -0.112
H 0.4309 3.5201 -0.5377 -0.794 -0.549 0.243
H 0.9163 -1.0148 -1.0533 0.775 -0.009 1.647
H 1.8968 -0.4456 0.4261 0.479 -0.429 -0.275
H 0.8347 0.9986 -1.0731 -1.459 1.104 0.980
H -0.8637 1.5382 -1.1211 -0.032 -0.129 0.397
```
Positions in Å, forces in eV/Å.

LUMO energy in eV: 0.71
Max |F| in hartree/bohr: 0.0579
SMILES: CCP(CC)C(F)(F)Br